# C26H79N5O11

A 11-piece molecular cluster, C26H79N5O11 overall at a distorted geometry (ωB97M-V with the def2-TZVPD basis set, OMol25).

* calculated total energy: -58208.80563 eV
* HOMO level (spin up / spin down): 0.0212 / -0.2527 Ha
* molar mass: 637.942 g mol⁻¹
* strongest force on any atom: 0.0587 hartree/bohr
* E_LUMO (spin up / spin down): 2.26 / 2.20 eV
* total charge: -1
* spin multiplicity: 2

Last column: Mulliken charge in e.
Element x y z (Å)
C  -0.3326  -3.6163  -3.0236  -0.108
O  -0.4237  -4.3983  -4.1896  -0.390
H  -0.3212  -2.5434  -3.2156  -0.256
H  -1.1552  -3.8211  -2.3384  -0.055
H  0.5781  -3.9674  -2.5385  0.280
H  -0.5556  -5.2841  -3.8438  0.348
C  2.7660  1.2497  -3.9672  -2.031
O  1.5092  1.1576  -3.3541  0.621
H  3.0558  2.2681  -4.2260  0.286
H  3.4719  0.8091  -3.2632  0.263
H  2.8776  0.5617  -4.8053  0.424
H  0.8808  1.2650  -4.0718  0.324
C  1.0082  4.1583  -1.4336  -0.253
O  1.7561  3.7181  -2.5380  -0.427
H  -0.0359  3.8585  -1.5238  -0.079
H  1.3775  3.7094  -0.5116  0.106
H  1.0961  5.2401  -1.3331  0.348
H  1.6745  2.7617  -2.5534  0.218
C  -0.8849  0.1702  -0.9487  0.565
O  -1.1538  -0.8603  0.0780  0.390
H  -0.3251  1.0694  -0.6912  0.161
H  -0.4692  -0.3825  -1.7912  -0.050
H  -1.8367  0.5693  -1.2992  -0.340
H  -0.3123  -1.2361  0.3467  -0.210
C  2.8969  -1.5137  -1.8191  -1.328
O  2.9905  -2.6326  -0.9036  1.957
H  1.9088  -1.0551  -1.8577  -0.209
H  3.7334  -0.8349  -1.6531  0.271
H  2.9870  -1.9209  -2.8261  0.253
H  3.7848  -3.0999  -1.1728  -0.655
C  -3.7647  -3.1045  -0.3211  -0.729
O  -3.6233  -1.8104  -0.9419  -0.596
H  -4.5796  -3.6938  -0.7414  0.333
H  -2.9016  -3.7702  -0.3123  0.166
H  -4.0091  -2.9486  0.7296  0.265
H  -2.7498  -1.4807  -0.7183  0.185
C  0.9599  4.5539  -6.8916  -1.645
C  0.9204  3.1516  -6.3945  1.101
C  -0.2999  2.9011  -5.4822  -0.556
O  -0.4456  1.5020  -5.2170  -0.493
C  -1.5625  1.1078  -4.4016  -0.477
N  0.8451  2.3675  -7.5902  -0.830
H  0.0810  4.7453  -7.5071  0.383
H  1.8311  4.6392  -7.5411  0.394
H  0.9667  5.3858  -6.1874  0.359
H  1.8945  2.9122  -5.9682  -0.165
H  -1.2280  3.2061  -5.9658  0.560
H  -0.2743  3.5367  -4.5971  0.057
H  -1.5665  1.5429  -3.4023  -0.127
H  -1.6075  0.0202  -4.3452  0.352
H  -2.5235  1.4149  -4.8144  0.393
H  -0.0367  2.5442  -8.0500  0.322
H  0.7214  1.4101  -7.2932  0.302
C  0.5808  -3.9190  1.0999  -1.516
C  1.1400  -2.8866  2.0947  2.342
C  2.4748  -3.2289  2.8263  -1.024
O  2.4569  -4.4892  3.4870  -0.380
C  1.5442  -4.5049  4.6215  -0.681
N  1.3275  -1.6585  1.2884  -0.008
H  0.0311  -4.6417  1.7029  0.470
H  1.4396  -4.3321  0.5710  0.197
H  -0.2294  -3.5006  0.5028  0.123
H  0.4122  -2.7111  2.8869  -0.673
H  2.6977  -2.3689  3.4579  0.322
H  3.3435  -3.2381  2.1681  0.242
H  0.5616  -4.6412  4.1698  0.101
H  1.5745  -3.6793  5.3325  0.288
H  1.6883  -5.3843  5.2492  0.376
H  1.7844  -0.9466  1.8403  -0.702
H  2.1215  -1.8537  0.6955  -0.149
C  4.6195  0.1485  2.1689  -1.486
C  4.0622  1.2862  2.9846  0.782
C  2.8996  0.8501  3.8631  -1.394
O  1.6971  0.4777  3.1400  -0.039
C  1.0632  1.3926  2.2869  -0.638
N  5.1460  1.9130  3.7118  -0.764
H  5.6700  0.2259  1.8886  0.858
H  4.0137  -0.0717  1.2899  -0.064
H  4.7016  -0.7489  2.7822  0.112
H  3.7042  2.0171  2.2596  0.098
H  2.5012  1.6210  4.5228  0.454
H  3.0903  0.0704  4.6004  0.354
H  0.0404  1.2039  1.9610  -0.007
H  1.6305  1.3607  1.3567  0.212
H  1.0976  2.3817  2.7436  0.549
H  5.9275  1.9005  3.0721  0.323
H  5.5106  1.3573  4.4723  0.304
C  -2.9466  -2.1726  7.1906  -1.383
C  -2.4657  -3.2750  6.2896  0.315
C  -1.7047  -2.6939  5.0329  -0.226
O  -2.6399  -1.8760  4.3281  -0.486
C  -2.0626  -1.2263  3.1798  -0.099
N  -1.5598  -4.1536  7.0702  -0.719
H  -3.6475  -1.5973  6.5858  0.305
H  -2.1008  -1.5380  7.4550  0.317
H  -3.3656  -2.4520  8.1573  0.398
H  -3.3280  -3.8565  5.9633  0.290
H  -1.3745  -3.5306  4.4173  0.113
H  -0.8089  -2.1571  5.3450  0.256
H  -1.3606  -0.4411  3.4602  0.191
H  -2.7945  -0.7394  2.5353  0.274
H  -1.5195  -1.9823  2.6127  -0.072
H  -2.1412  -4.5427  7.7987  0.280
H  -1.3588  -4.9546  6.4889  0.241
C  -3.4645  4.0105  -2.7219  -1.388
C  -3.7752  2.9351  -1.6933  1.317
C  -3.3731  3.3645  -0.2847  -1.074
O  -2.0140  3.1773  -0.1370  0.249
C  -1.4281  3.8275  1.0057  -1.052
N  -5.2212  2.6121  -1.7050  -0.792
H  -3.8658  3.8583  -3.7238  0.415
H  -2.3812  4.0378  -2.8394  0.153
H  -3.6754  5.0090  -2.3389  0.372
H  -3.2888  1.9892  -1.9312  -0.334
H  -3.7739  2.6466  0.4310  0.338
H  -3.7281  4.3876  -0.1613  0.370
H  -1.8058  3.5206  1.9811  0.393
H  -1.6838  4.8853  1.0677  0.425
H  -0.3394  3.8127  1.0567  0.077
H  -5.3857  1.7830  -1.1521  0.297
H  -5.5363  2.3972  -2.6402  0.279